14 unconnected molecules or ions with the total composition C70H105N7O28. Source: the Open Molecules 2025 dataset; level of theory: the ωB97M-V functional and the def2-TZVPD basis.

Results
total energy	-5219.24531	hartree
LUMO level	-0.710	eV

Positions of all 210 atoms, in Å:
C  -0.556  0.630  -2.918
C  -0.455  -0.606  -2.235
C  -0.790  -1.850  -2.801
C  -1.174  -1.834  -4.155
C  -1.420  -0.622  -4.819
C  -1.014  0.529  -4.220
N  -1.529  -3.097  -4.866
O  -1.274  -4.115  -4.309
O  -1.945  -3.024  -6.027
H  -0.280  1.479  -2.422
H  -0.067  -0.658  -1.251
H  -0.762  -2.751  -2.243
H  -1.819  -0.662  -5.799
H  -1.177  1.430  -4.794
C  0.873  -4.023  2.559
C  1.610  -4.877  1.695
C  1.283  -6.254  1.626
C  0.239  -6.671  2.418
C  -0.432  -5.868  3.348
C  -0.102  -4.470  3.361
N  -0.100  -8.033  2.514
O  0.753  -8.829  2.137
O  -1.118  -8.426  3.038
H  1.187  -3.022  2.521
H  2.412  -4.408  1.118
H  1.809  -6.940  0.994
H  -1.326  -6.245  3.899
H  -0.609  -3.763  3.982
C  1.851  3.715  -3.562
C  2.549  2.580  -3.808
C  3.364  2.058  -2.837
C  3.383  2.641  -1.565
C  2.577  3.753  -1.208
C  1.844  4.255  -2.298
N  4.108  1.994  -0.447
O  4.701  0.920  -0.667
O  3.996  2.447  0.676
H  1.192  4.242  -4.260
H  2.493  2.111  -4.817
H  3.951  1.197  -3.063
H  2.634  4.325  -0.231
H  1.210  5.114  -2.014
C  -0.317  -9.162  -2.261
C  -0.878  -7.943  -2.522
C  -0.111  -6.795  -2.468
C  1.202  -6.866  -2.050
C  1.805  -8.113  -1.743
C  1.027  -9.256  -1.902
N  2.021  -5.683  -2.139
O  3.254  -5.845  -2.032
O  1.519  -4.586  -2.266
H  -0.958  -10.072  -2.196
H  -1.823  -7.837  -2.926
H  -0.493  -5.779  -2.746
H  2.851  -8.218  -1.553
H  1.446  -10.230  -1.803
C  0.806  7.071  -0.495
C  1.299  7.895  -1.521
C  0.720  7.975  -2.778
C  -0.447  7.326  -2.930
C  -1.070  6.646  -1.905
C  -0.430  6.483  -0.686
N  -1.060  7.252  -4.190
O  -2.267  7.338  -4.298
O  -0.286  7.036  -5.143
H  1.398  6.870  0.393
H  2.259  8.413  -1.402
H  1.257  8.386  -3.607
H  -2.025  6.141  -2.173
H  -0.850  5.850  0.040
C  7.319  -3.022  -0.545
C  6.666  -2.803  0.686
C  5.402  -2.304  0.758
C  4.766  -2.066  -0.478
C  5.402  -2.179  -1.693
C  6.708  -2.684  -1.733
N  3.426  -1.537  -0.453
O  2.997  -1.142  0.611
O  2.789  -1.450  -1.495
H  8.409  -3.288  -0.490
H  7.119  -3.045  1.636
H  4.902  -2.245  1.684
H  4.793  -1.957  -2.621
H  7.193  -2.744  -2.691
C  -2.279  -2.797  -0.083
C  -2.985  -3.348  -1.115
C  -3.790  -2.606  -1.927
C  -3.846  -1.223  -1.716
C  -3.240  -0.617  -0.621
C  -2.459  -1.447  0.226
N  -4.669  -0.385  -2.534
O  -4.661  0.813  -2.336
O  -5.510  -1.034  -3.163
H  -1.620  -3.441  0.538
H  -2.909  -4.406  -1.303
H  -4.469  -2.986  -2.655
H  -3.383  0.451  -0.473
H  -1.911  -1.057  1.065
C  -6.110  -0.903  1.110
O  -5.542  0.108  1.851
C  -5.861  1.366  1.245
C  -5.395  2.562  2.094
O  -3.951  2.777  1.983
C  -3.259  2.118  2.975
H  -5.643  -1.784  1.419
H  -6.020  -0.710  0.053
H  -7.151  -1.038  1.353
H  -6.899  1.417  1.107
H  -5.445  1.404  0.247
H  -5.551  2.441  3.143
H  -5.873  3.498  1.618
H  -2.183  2.155  2.795
H  -3.544  1.035  2.951
H  -3.487  2.609  3.975
C  6.044  3.119  4.740
O  4.793  2.791  4.185
C  4.847  1.431  3.768
C  3.410  0.874  3.611
O  2.574  1.005  4.680
C  3.043  0.503  5.964
H  6.259  2.505  5.646
H  6.031  4.159  5.044
H  6.793  3.046  3.925
H  5.415  0.807  4.542
H  5.294  1.350  2.811
H  3.610  -0.158  3.250
H  2.889  1.365  2.802
H  4.062  0.803  6.173
H  2.807  -0.541  6.142
H  2.455  1.020  6.646
C  5.415  -2.813  -5.762
O  4.736  -1.859  -5.029
C  3.359  -2.098  -4.964
C  2.510  -0.837  -4.876
O  2.463  -0.047  -6.067
C  1.974  -0.698  -7.195
H  4.889  -3.076  -6.642
H  5.660  -3.747  -5.202
H  6.432  -2.468  -6.100
H  3.082  -2.675  -4.033
H  2.986  -2.664  -5.805
H  2.886  -0.201  -4.098
H  1.514  -1.120  -4.593
H  2.646  -1.349  -7.700
H  1.574  0.052  -7.888
H  0.957  -1.158  -6.964
C  -3.605  3.928  -3.491
O  -2.969  4.173  -2.190
C  -3.751  3.934  -1.000
C  -4.958  4.768  -1.073
O  -4.421  6.141  -1.016
C  -5.317  7.252  -0.819
H  -4.177  4.744  -3.888
H  -4.074  2.974  -3.530
H  -2.785  3.791  -4.190
H  -3.115  4.024  -0.101
H  -4.108  2.920  -1.088
H  -5.580  4.617  -0.165
H  -5.450  4.642  -2.024
H  -4.719  8.174  -0.849
H  -5.788  7.230  0.117
H  -6.022  7.147  -1.656
C  -0.801  -0.366  4.333
O  -0.803  -0.826  3.026
C  0.315  -0.366  2.319
C  0.241  1.023  1.847
O  -0.902  1.279  1.020
C  -0.846  2.559  0.424
H  -1.509  -1.023  4.859
H  -1.011  0.726  4.334
H  0.179  -0.433  4.848
H  0.370  -1.027  1.457
H  1.241  -0.495  2.873
H  1.165  1.224  1.246
H  0.206  1.791  2.567
H  0.172  2.721  0.047
H  -1.083  3.346  1.171
H  -1.549  2.697  -0.381
C  3.759  6.172  2.255
O  2.698  5.379  1.753
C  2.430  4.211  2.574
C  1.412  4.361  3.657
O  0.126  4.652  3.087
C  -0.731  5.302  3.938
H  4.566  5.472  2.252
H  3.636  6.585  3.275
H  3.966  6.922  1.474
H  3.291  3.889  3.064
H  2.214  3.456  1.818
H  1.666  5.066  4.471
H  1.381  3.376  4.125
H  -1.048  4.675  4.859
H  -1.676  5.554  3.402
H  -0.213  6.226  4.341
C  -5.290  -6.268  2.757
O  -5.233  -4.955  2.327
C  -4.018  -4.310  2.528
C  -3.962  -3.531  3.773
O  -3.143  -4.301  4.691
C  -3.126  -3.867  6.015
H  -4.678  -6.954  2.180
H  -6.299  -6.696  2.640
H  -4.988  -6.461  3.816
H  -3.917  -3.540  1.706
H  -3.114  -4.926  2.350
H  -4.938  -3.535  4.165
H  -3.483  -2.542  3.667
H  -2.544  -2.916  6.133
H  -2.707  -4.636  6.622
H  -4.152  -3.638  6.297

Results of the Löwdin charge analysis, in e, for atoms 1 through 99: atom 1 (C): -0.01, atom 2 (C): -0.04, atom 3 (C): 0.00, atom 4 (C): -0.13, atom 5 (C): -0.02, atom 6 (C): -0.08, atom 7 (N): -0.34, atom 8 (O): 0.08, atom 9 (O): 0.06, atom 10 (H): 0.07, atom 11 (H): 0.09, atom 12 (H): 0.09, atom 13 (H): 0.11, atom 14 (H): 0.11, atom 15 (C): -0.08, atom 16 (C): -0.02, atom 17 (C): 0.02, atom 18 (C): -0.19, atom 19 (C): 0.04, atom 20 (C): -0.05, atom 21 (N): -0.37, atom 22 (O): 0.07, atom 23 (O): 0.08, atom 24 (H): 0.08, atom 25 (H): 0.10, atom 26 (H): 0.10, atom 27 (H): 0.13, atom 28 (H): 0.09, atom 29 (C): -0.07, atom 30 (C): -0.07, atom 31 (C): 0.00, atom 32 (C): -0.11, atom 33 (C): 0.03, atom 34 (C): -0.06, atom 35 (N): -0.29, atom 36 (O): 0.06, atom 37 (O): 0.07, atom 38 (H): 0.12, atom 39 (H): 0.12, atom 40 (H): 0.10, atom 41 (H): 0.12, atom 42 (H): 0.08, atom 43 (C): -0.07, atom 44 (C): -0.07, atom 45 (C): 0.01, atom 46 (C): -0.16, atom 47 (C): 0.01, atom 48 (C): -0.06, atom 49 (N): -0.33, atom 50 (O): 0.04, atom 51 (O): 0.07, atom 52 (H): 0.13, atom 53 (H): 0.09, atom 54 (H): 0.11, atom 55 (H): 0.11, atom 56 (H): 0.10, atom 57 (C): -0.06, atom 58 (C): -0.06, atom 59 (C): -0.01, atom 60 (C): -0.22, atom 61 (C): 0.02, atom 62 (C): -0.05, atom 63 (N): -0.34, atom 64 (O): 0.10, atom 65 (O): 0.06, atom 66 (H): 0.10, atom 67 (H): 0.11, atom 68 (H): 0.12, atom 69 (H): 0.11, atom 70 (H): 0.10, atom 71 (C): -0.06, atom 72 (C): -0.08, atom 73 (C): 0.00, atom 74 (C): -0.17, atom 75 (C): 0.02, atom 76 (C): -0.05, atom 77 (N): -0.34, atom 78 (O): 0.05, atom 79 (O): 0.07, atom 80 (H): 0.12, atom 81 (H): 0.11, atom 82 (H): 0.10, atom 83 (H): 0.12, atom 84 (H): 0.10, atom 85 (C): -0.09, atom 86 (C): -0.10, atom 87 (C): 0.01, atom 88 (C): -0.18, atom 89 (C): 0.03, atom 90 (C): -0.02, atom 91 (N): -0.32, atom 92 (O): 0.06, atom 93 (O): 0.08, atom 94 (H): 0.13, atom 95 (H): 0.12, atom 96 (H): 0.12, atom 97 (H): 0.12, atom 98 (H): 0.08, atom 99 (C): -0.11